{
  "formula": "C12H19Cl3O3Sn",
  "method": "ωB97M-V/def2-TZVPD",
  "total_charge": -2,
  "orbital_gap_ev": [6.0303, 5.7687],
  "e_lumo_ev": [4.45, 4.44],
  "e_above_lowest_ev": 3.081,
  "homo_ev": [-1.5838, -1.3297],
  "species": ["C", "C", "C", "C", "C", "C", "C", "C", "C", "C", "Sn", "Cl", "Cl", "Cl", "H", "H", "H", "H", "H", "H", "H", "H", "H", "H", "H", "H", "H", "H", "H", "O", "H", "C", "O", "C", "O", "H", "H", "H"],
  "positions_angstrom": [[1.468, -1.404, -1.087], [2.378, -0.643, -0.313], [2.162, 0.728, -0.612], [3.385, -1.142, 0.617], [1.195, 0.798, -1.652], [0.758, -0.525, -1.939], [-0.173, -0.878, -3.042], [1.338, -2.866, -1.070], [2.860, 1.874, 0.007], [0.777, 2.060, -2.378], [-1.841, -0.082, 0.872], [2.139, -1.653, 3.458], [-2.679, -2.304, 1.746], [-0.416, 2.141, 0.915], [3.005, -2.037, 1.103], [3.453, -0.485, 1.477], [4.369, -1.317, 0.170], [2.809, 1.761, 1.100], [2.393, 2.830, -0.281], [3.923, 1.904, -0.288], [0.668, 2.895, -1.654], [-0.190, 1.895, -2.898], [1.543, 2.345, -3.136], [-1.019, -0.175, -3.098], [-0.565, -1.891, -2.882], [0.352, -0.873, -4.020], [1.312, -3.192, -0.032], [2.174, -3.358, -1.567], [0.425, -3.183, -1.564], [-2.404, -0.342, -0.934], [-2.417, -1.481, -1.016], [-5.028, 1.183, 4.170], [-3.826, 0.879, 3.301], [-3.747, 1.045, 2.016], [-4.701, 1.710, 1.570], [-4.931, 0.815, 5.237], [-5.860, 0.664, 3.626], [-5.089, 2.302, 4.079]],
  "forces_ev_per_a": [[-2.073, 0.949, -2.664], [0.115, 2.421, -0.091], [-0.492, -0.541, -1.206], [-0.196, -0.463, 0.622], [1.373, 1.345, 1.001], [0.768, -2.167, 0.928], [-0.141, -0.159, -0.244], [-0.017, -0.372, 0.332], [0.300, 0.289, 0.343], [-0.073, -0.302, 0.175], [0.128, 1.282, 3.118], [-0.024, -0.137, 0.396], [-0.065, -0.110, -0.208], [-0.545, -0.217, -0.069], [0.294, -0.367, -0.099], [0.355, 0.313, 0.031], [-0.020, 0.030, -0.083], [0.084, 0.298, -0.221], [0.166, -0.342, 0.220], [-0.144, 0.099, 0.129], [-0.018, -0.486, -0.466], [0.535, 0.250, 0.293], [-0.427, -0.139, 0.369], [0.216, -0.335, 0.033], [-0.067, 0.243, -0.189], [-0.219, -0.004, 0.258], [-0.023, -0.336, 0.084], [0.188, -0.172, -0.026], [-0.134, -0.123, -0.012], [-0.740, -5.186, -2.233], [-0.042, 5.027, 0.339], [0.602, 0.479, -2.342], [1.270, -2.098, 4.850], [-2.630, 1.779, -1.719], [1.274, -0.716, -1.316], [0.559, 0.313, -1.575], [0.406, 0.769, 0.782], [-0.542, -1.114, 0.461]]
}

***

{
  "formula": "C12H19ClIN6O3PSSe2Te2Y",
  "method": "ωB97M-V/def2-TZVPD",
  "total_charge": 1,
  "orbital_gap_ev": 6.1461,
  "e_lumo_ev": -3.04,
  "e_above_lowest_ev": 1.886,
  "homo_ev": -9.1855,
  "species": ["Y", "Cl", "C", "C", "C", "I", "C", "O", "C", "N", "C", "C", "C", "C", "H", "H", "H", "H", "N", "N", "C", "N", "S", "H", "H", "H", "H", "H", "Se", "Te", "Te", "Se", "N", "C", "P", "O", "O", "C", "N", "H", "H", "H", "H", "H", "H", "H", "H", "H", "H"],
  "positions_angstrom": [[1.399, 0.084, -1.328], [2.293, 3.225, 5.191], [2.441, 2.299, 3.730], [3.383, 1.308, 3.651], [3.504, 0.547, 2.484], [4.878, -1.030, 2.329], [2.706, 0.769, 1.368], [2.806, 0.070, 0.274], [1.724, 1.804, 1.463], [0.941, 1.986, 0.363], [0.025, 2.928, 0.393], [-0.200, 3.733, 1.523], [0.566, 3.554, 2.643], [1.578, 2.571, 2.646], [4.027, 1.109, 4.496], [-0.552, 3.070, -0.514], [-0.957, 4.505, 1.487], [0.418, 4.163, 3.525], [1.664, -2.358, 0.046], [0.903, -3.514, -0.118], [0.222, -3.742, -1.245], [-0.438, -4.916, -1.325], [0.209, -2.655, -2.523], [2.640, -2.524, -0.188], [1.620, -2.047, 1.008], [0.999, -4.264, 0.551], [-0.246, -5.656, -0.667], [-0.765, -5.194, -2.233], [3.369, -1.262, -2.633], [3.914, 1.198, -2.606], [2.108, 1.851, -4.503], [-0.032, 1.647, -3.162], [-3.480, 1.126, 1.057], [-3.215, -0.305, 0.715], [-2.033, -0.196, -0.745], [-2.234, 1.257, -1.099], [-0.683, -0.695, -0.337], [-2.862, -1.147, -2.115], [-2.289, -0.809, -3.449], [-2.932, 1.441, 1.854], [-4.457, 1.343, 1.227], [-3.061, 1.636, 0.148], [-4.137, -0.821, 0.456], [-2.744, -0.827, 1.543], [-3.909, -0.847, -2.097], [-2.786, -2.221, -1.955], [-1.598, -1.536, -3.681], [-1.734, 0.101, -3.465], [-2.988, -0.760, -4.187]],
  "forces_ev_per_a": [[-0.748, -1.155, 0.494], [0.006, 0.015, 0.040], [0.140, -0.097, 0.137], [-0.138, 0.176, 0.130], [0.011, -0.300, -0.468], [-0.142, 0.247, 0.152], [0.339, -0.151, 0.295], [0.036, 0.173, 0.829], [0.009, 0.087, 0.254], [0.057, -0.094, -0.025], [0.017, 0.035, -0.171], [0.013, 0.047, 0.119], [-0.003, -0.008, -0.016], [-0.058, -0.062, -0.294], [-0.003, 0.014, 0.004], [0.016, -0.053, -0.013], [0.005, 0.003, -0.021], [0.003, 0.019, -0.013], [0.065, 0.186, -0.036], [-0.120, -0.179, 0.083], [-0.025, 0.204, -0.187], [0.040, -0.107, 0.254], [-0.068, 0.074, -0.436], [0.073, 0.047, -0.042], [-0.090, 0.023, 0.045], [0.110, -0.008, 0.066], [-0.018, -0.001, -0.041], [-0.013, 0.026, -0.062], [0.639, 0.009, -0.526], [0.162, -0.008, -0.320], [0.044, 0.135, -0.349], [-0.339, 0.218, -0.163], [0.415, 0.287, -0.516], [0.269, -0.422, -0.209], [-0.141, 0.494, 0.157], [-0.294, 0.088, -0.038], [-0.395, 0.192, -0.123], [0.101, 0.143, 0.524], [0.370, 0.090, -0.044], [-0.003, -0.041, 0.088], [-0.057, -0.006, -0.026], [-0.269, -0.387, 0.355], [-0.107, 0.148, 0.071], [-0.026, 0.069, 0.066], [0.006, 0.023, -0.046], [0.044, -0.011, -0.080], [0.058, 0.019, -0.018], [0.101, -0.124, 0.093], [-0.089, -0.076, 0.025]]
}

***

{
  "formula": "C12H19N2S",
  "method": "ωB97M-V/def2-TZVPD",
  "total_charge": 1,
  "orbital_gap_ev": [6.6417, 6.6492],
  "e_lumo_ev": [-3.27, -3.26],
  "e_above_lowest_ev": 4.713,
  "homo_ev": [-9.9083, -9.9079],
  "species": ["C", "C", "C", "C", "C", "C", "C", "C", "C", "C", "C", "C", "N", "N", "S", "H", "H", "H", "H", "H", "H", "H", "H", "H", "H", "H", "H", "H", "H", "H", "H", "H", "H", "H"],
  "positions_angstrom": [[0.389, -1.635, 0.848], [1.524, -0.428, -0.911], [1.306, -2.684, 0.670], [2.449, -1.402, -1.026], [0.436, -0.497, -0.009], [2.294, -2.567, -0.317], [-0.425, 0.659, 0.011], [-1.374, 2.616, -0.927], [-2.173, 3.216, -2.010], [-0.925, 3.625, 0.143], [-2.628, 0.469, 1.165], [3.278, -5.056, 0.676], [-0.871, 1.415, -1.035], [-1.207, 0.862, 1.336], [3.590, -3.708, -0.560], [-0.337, -1.758, 1.684], [1.461, 0.616, -1.408], [1.236, -3.494, 1.338], [3.249, -1.336, -1.611], [-1.958, 4.406, -2.046], [-3.260, 3.150, -1.732], [-2.095, 3.013, -3.098], [-1.017, 4.598, -0.279], [0.159, 3.557, 0.279], [-1.358, 3.754, 1.130], [-3.051, 0.509, 2.137], [-3.081, 1.220, 0.504], [-2.580, -0.516, 0.530], [4.295, -5.495, 0.991], [2.526, -5.827, 0.527], [2.859, -4.465, 1.477], [-0.867, 1.029, -2.027], [-0.734, 0.358, 1.961], [-1.112, 1.795, 1.590]],
  "forces_ev_per_a": [[-0.213, 0.173, -0.110], [-2.057, 3.250, -0.222], [-0.464, 1.965, -0.897], [-2.617, -0.290, 1.207], [0.750, -0.901, 0.185], [0.026, -1.222, 1.754], [-0.804, 0.219, 1.507], [0.608, 1.922, 0.306], [-1.253, 3.670, -0.833], [0.758, -0.859, -0.518], [0.725, -1.068, -2.288], [1.257, 0.686, 0.684], [0.140, -1.126, -0.470], [-1.127, 0.612, -6.091], [0.146, -1.582, -0.076], [0.385, 0.210, -0.786], [1.229, -2.087, 0.277], [-0.023, -0.933, 0.436], [3.134, 0.587, -2.559], [-0.568, -2.705, 0.309], [0.751, 0.089, -0.448], [0.341, -0.988, 0.785], [-0.414, 0.745, -0.440], [0.094, -0.613, 0.192], [-0.527, -0.628, 0.286], [-0.932, -0.594, 0.632], [0.015, -0.164, 0.356], [-0.525, 1.599, 1.890], [-1.712, 0.745, -0.607], [0.208, -0.052, -0.960], [0.437, -0.166, 0.805], [0.020, 0.060, 1.598], [2.193, -2.858, 3.285], [0.019, 2.302, 0.810]]
}

***

{
  "formula": "C12H19N3O8S3",
  "method": "ωB97M-V/def2-TZVPD",
  "orbital_gap_ev": 6.9806,
  "e_lumo_ev": -1.74,
  "e_above_lowest_ev": 7.759,
  "homo_ev": -8.7212,
  "smiles": "O=NOc1cccc2nsnc12.CCOS(C)(=O)=O.CCOS(C)(=O)=O",
  "species": ["O", "N", "O", "C", "C", "C", "C", "C", "N", "S", "N", "C", "H", "H", "H", "C", "C", "O", "S", "C", "O", "O", "H", "H", "H", "H", "H", "H", "H", "H", "C", "C", "O", "S", "C", "O", "O", "H", "H", "H", "H", "H", "H", "H", "H"],
  "positions_angstrom": [[-5.002, -3.281, -3.117], [-4.313, -2.274, -3.187], [-4.341, -1.556, -2.050], [-4.142, -2.388, -0.854], [-2.639, -2.884, -0.321], [-2.596, -3.768, 1.061], [-3.916, -4.172, 1.947], [-5.400, -3.712, 1.414], [-6.789, -3.927, 1.986], [-7.876, -3.135, 0.837], [-6.872, -2.401, -0.432], [-5.481, -2.827, 0.034], [-1.636, -2.616, -0.895], [-1.538, -4.142, 1.449], [-3.893, -4.788, 2.968], [3.424, -0.898, 2.628], [2.062, -0.968, 3.291], [1.150, -0.057, 2.696], [0.457, -0.459, 1.277], [-0.805, 0.790, 1.284], [-0.175, -1.754, 1.411], [1.385, -0.166, 0.206], [3.381, -1.275, 1.602], [4.154, -1.498, 3.179], [3.779, 0.136, 2.577], [1.664, -1.988, 3.273], [2.161, -0.679, 4.343], [-1.476, 0.609, 2.127], [-1.357, 0.719, 0.344], [-0.332, 1.770, 1.366], [3.554, 2.400, -0.291], [4.332, 2.921, -1.484], [3.479, 3.163, -2.593], [2.584, 4.524, -2.608], [2.110, 4.459, -4.318], [3.455, 5.664, -2.414], [1.403, 4.314, -1.798], [2.890, 3.171, 0.112], [4.233, 2.088, 0.507], [2.926, 1.550, -0.578], [4.901, 3.821, -1.224], [5.057, 2.162, -1.798], [3.004, 4.556, -4.937], [1.427, 5.289, -4.512], [1.605, 3.509, -4.509]],
  "forces_ev_per_a": [[2.464, 2.572, -0.402], [-2.959, -3.580, -1.436], [1.529, -0.681, 3.785], [1.497, -2.378, 3.880], [-4.665, -0.072, 0.935], [-3.646, 0.148, 0.383], [0.623, 1.719, -3.063], [-0.809, 1.219, -1.354], [3.576, 2.296, -4.551], [4.080, -0.034, -0.188], [3.809, -3.652, 5.023], [-0.629, 0.540, -0.769], [-2.534, -0.612, 1.373], [-2.599, 1.017, -0.943], [0.253, 1.532, -2.657], [0.139, -0.051, -0.351], [0.917, -0.655, 0.412], [-1.032, 0.152, -0.998], [0.048, 0.619, 0.386], [0.045, 0.042, 0.178], [0.823, 0.616, -0.256], [-0.712, -0.700, 0.746], [0.014, 0.028, 0.132], [-0.116, 0.075, 0.010], [-0.061, -0.137, 0.113], [-0.094, 0.153, -0.097], [-0.305, 0.140, -0.232], [0.149, -0.034, -0.118], [0.179, -0.119, 0.077], [0.004, -0.177, -0.035], [-0.327, 0.051, 0.115], [0.592, -0.265, 1.083], [-0.816, 0.970, -0.758], [0.172, -0.392, -0.127], [0.098, -0.161, -0.060], [-0.741, -0.877, 0.239], [1.016, 0.410, -0.404], [0.102, -0.067, -0.030], [0.005, 0.010, -0.127], [0.199, 0.100, 0.063], [-0.146, 0.017, -0.167], [-0.231, 0.191, -0.273], [-0.111, -0.024, 0.163], [0.115, -0.077, 0.205], [0.086, 0.129, 0.096]]
}

***

{
  "formula": "C12H19N4O6",
  "method": "ωB97M-V/def2-TZVPD",
  "total_charge": -1,
  "orbital_gap_ev": 7.3501,
  "e_lumo_ev": 2.49,
  "e_above_lowest_ev": 0.049,
  "homo_ev": -4.8610,
  "smiles": "CNC(=O)[C@@H](CCC(=O)[O-])NC(=O)[C@@H](CC(N)=O)NC(C)=O",
  "species": ["C", "N", "C", "O", "C", "C", "C", "C", "O", "O", "N", "C", "O", "C", "C", "C", "N", "O", "N", "C", "C", "O", "H", "H", "H", "H", "H", "H", "H", "H", "H", "H", "H", "H", "H", "H", "H", "H", "H", "H", "H"],
  "positions_angstrom": [[-0.149, -2.947, 3.293], [-0.195, -1.538, 2.945], [0.737, -0.902, 2.258], [1.822, -1.413, 1.957], [0.313, 0.516, 1.834], [0.987, 1.489, 2.834], [0.649, 1.505, 4.332], [-0.859, 1.531, 4.646], [-1.598, 0.660, 4.147], [-1.304, 2.430, 5.383], [0.772, 0.679, 0.456], [-0.013, 0.747, -0.629], [-1.227, 0.829, -0.627], [0.798, 0.759, -1.976], [0.003, 1.273, -3.179], [-0.989, 0.234, -3.655], [-2.156, 0.217, -3.059], [-0.712, -0.500, -4.583], [2.036, 1.537, -1.793], [3.190, 1.217, -2.299], [4.362, 2.092, -1.909], [3.371, 0.270, -3.078], [0.705, -3.133, 4.004], [0.000, -3.516, 2.378], [-1.118, -3.148, 3.724], [-0.933, -0.934, 3.314], [-0.779, 0.627, 1.887], [0.734, 2.464, 2.438], [2.067, 1.394, 2.745], [1.148, 0.654, 4.807], [1.136, 2.356, 4.781], [1.724, 0.570, 0.302], [1.043, -0.275, -2.209], [-0.390, 2.245, -2.914], [0.701, 1.419, -4.008], [-2.750, -0.565, -3.246], [-2.207, 0.633, -2.134], [1.949, 2.392, -1.205], [5.082, 2.139, -2.707], [4.069, 3.134, -1.801], [4.784, 1.665, -1.046]],
  "forces_ev_per_a": [[1.127, 0.924, 0.354], [-0.799, -0.107, 0.262], [0.249, -0.576, -0.405], [-0.235, 0.537, -0.256], [0.298, -0.722, 1.017], [-0.087, 0.777, -0.777], [-0.073, -0.905, -0.363], [-0.843, 0.966, 0.910], [0.098, -1.622, -1.187], [0.918, 0.476, 0.202], [-1.857, 0.661, 0.696], [0.785, 0.398, -0.643], [-0.226, 0.064, 0.441], [0.063, 0.123, 0.330], [0.737, 0.095, 0.189], [0.962, 0.491, -1.033], [-1.814, 0.252, 1.240], [0.413, -0.468, -0.523], [-3.120, 1.266, 1.983], [2.948, -1.362, -2.554], [-0.915, 0.803, -1.208], [-0.478, 0.684, 0.936], [-0.941, -0.133, -0.585], [0.061, -0.249, 0.105], [-0.030, -0.462, 0.288], [-0.196, 0.117, 0.270], [0.449, -0.040, -0.151], [0.014, 0.566, -0.093], [0.243, -0.143, -0.195], [-0.369, -0.303, 0.026], [-0.013, 0.511, -0.009], [1.898, -0.420, -0.176], [0.495, -0.093, 0.169], [-0.630, 0.179, -0.042], [-0.020, -0.149, 0.198], [-0.190, -0.247, -0.196], [-0.015, -0.075, -0.084], [0.221, -1.147, -0.758], [0.302, -0.543, -0.302], [-0.170, 0.068, 0.658], [0.739, -0.194, 1.265]]
}